No. 1
Formula: C3HNO3
Source: the Open Molecules 2025 dataset
Level of theory: the ωB97M-V functional and the def2-TZVPD basis

```
! RIJCOSX wB97M-V def2-TZVPD def2/J DEFGRID3
* xyz 0 1
C -0.81903 -0.34925 -0.15551
C 0.14993 0.67489 -0.07721
C 1.44209 -0.14995 -0.18055
H -2.66194 -0.54786 -0.21201
N 2.52311 -0.47939 -0.11303
O -2.02190 0.04713 -0.22684
O -0.48545 -1.53666 0.38299
O 0.05263 1.84571 0.27921
*
```

Properties
- HOMO level: -0.42785 hartree
- Gap between HOMO and LUMO: 0.348 Eh
- SMILES string: N#CC(=O)C(=O)O
- ΔE to the lowest compared entry with this formula, charge and spin: 48.4 kcal/mol

natural (NBO) atomic charges, in units of e: number 1, C, carries 0.643; number 2, C, carries 0.408; number 3, C, carries 0.157; number 4, H, carries 0.506; number 5, N, carries -0.232; number 6, O, carries -0.584; number 7, O, carries -0.517; number 8, O, carries -0.381



No. 2
Formula: C36H35Br2Cl55FN2O8S
Source: the Open Molecules 2025 dataset
Level of theory: the ωB97M-V functional and the def2-TZVPD basis

```
! RIJCOSX wB97M-V def2-TZVPD def2/J DEFGRID3
* xyz 1 1
C 6.78736 -5.23347 0.36628
C 7.01068 -3.90478 1.30334
O 8.18757 -3.09130 0.96146
C 8.09735 -2.51038 -0.38705
C 8.35989 -0.89416 -0.46897
O 7.41020 -0.06812 0.29734
C 6.01655 -0.33311 -0.09023
C 4.94371 0.82381 0.46571
O 3.79904 0.07265 0.99957
C 2.55746 0.91757 1.00316
C 1.50270 0.46638 -0.22176
C 0.25655 1.49971 -0.20048
C 0.23212 2.53303 1.11681
Br -0.77860 2.02494 2.81521
C 0.88550 3.86901 1.14941
C 0.76968 4.80209 2.50184
Br 1.94944 4.58882 -0.38078
N -1.13476 0.95430 -0.30191
C -2.15207 1.93751 -0.82131
C -2.27608 2.00251 -2.47282
O -3.52145 2.11513 -3.01052
Cl -0.86257 1.94018 -3.66791
C -1.24151 -0.41886 -0.89004
S -3.02842 -1.09112 -0.98925
O -2.85998 -2.65275 -0.82548
O -3.67289 -0.89223 -2.38683
F -4.01947 -0.59106 0.31505
C -0.25119 -1.39585 -0.03451
C -0.78824 -1.51378 1.54112
C -0.75948 -3.04098 2.13467
O 0.47259 -3.79655 1.87009
C 0.99108 -4.46385 3.07543
C 2.28382 -3.99960 3.97195
O 0.36472 -5.59796 3.45401
N 1.21764 -0.99519 -0.03200
C 2.12090 -1.95347 -0.81102
Cl 3.17715 -3.20516 0.14214
C 2.31623 -2.00394 -2.27439
C 3.38360 -3.09361 -2.96094
Cl 1.45392 -0.86057 -3.42001
H 7.38709 -6.18560 0.75169
H 5.63752 -5.52935 0.48135
H 6.93887 -5.04317 -0.79288
H 7.19932 -4.30968 2.40901
H 5.99669 -3.32030 1.34248
H 8.93450 -3.04500 -1.04088
H 7.07146 -2.78122 -0.93333
H 8.24199 -0.56541 -1.61041
H 9.46453 -0.70714 -0.07808
H 5.70899 -1.34678 0.46036
H 5.86887 -0.44014 -1.24608
H 5.41817 1.41108 1.39042
H 4.68681 1.57200 -0.39706
H 2.95012 2.01714 0.87523
H 2.08635 0.71045 2.08065
H 2.14491 0.71035 -1.19945
H 0.38729 2.23229 -1.13516
H 1.34715 4.24664 3.37646
H -0.33638 5.06539 2.79117
H 1.36120 5.81720 2.31557
H -3.26450 1.73029 -0.43936
H -1.95028 3.06962 -0.49874
H -0.90739 -0.36381 -2.00825
H -0.27641 -2.49920 -0.49115
H -0.17890 -0.80067 2.27944
H -1.91656 -1.14175 1.65956
H -1.66534 -3.71140 1.81384
H -0.83344 -2.93579 3.32167
H 2.03550 -3.88510 5.12662
H 3.16417 -4.80453 3.92922
H 2.78358 -2.98470 3.61738
H 1.50753 -1.19515 0.97753
H 3.27030 -4.17625 -2.53199
H 4.48915 -2.67522 -2.92300
H 3.07340 -3.15827 -4.11115
C -4.21946 5.87247 -0.74786
Cl -5.27600 6.58684 0.49631
Cl -5.21153 4.97950 -1.92806
Cl -3.32540 7.16778 -1.58284
Cl -3.06498 4.75575 0.02322
C -1.57600 -8.95904 4.33314
Cl -1.99509 -10.65564 3.98598
Cl -2.00890 -7.94244 2.93543
Cl -2.47413 -8.40744 5.76961
Cl 0.17412 -8.83075 4.64147
C 2.32400 -11.05904 2.07431
Cl 2.54714 -12.18022 0.70766
Cl 3.47626 -11.46631 3.37080
Cl 2.61334 -9.38884 1.52561
Cl 0.65925 -11.20089 2.69314
C -3.67600 7.24093 -5.67568
Cl -2.91022 7.62726 -7.23738
Cl -5.44162 7.13549 -5.88999
Cl -3.05579 5.68052 -5.08001
Cl -3.29637 8.52050 -4.49542
C 5.75836 -5.98257 5.51131
Cl 7.33899 -5.85958 6.32435
Cl 5.15347 -7.65361 5.63860
Cl 4.60256 -4.87172 6.28880
Cl 5.93850 -5.54541 3.79350
C 7.25837 -2.24756 -5.24368
Cl 8.32445 -3.51537 -5.89996
Cl 6.54858 -2.80501 -3.70748
Cl 8.20470 -0.76537 -4.95742
Cl 5.95577 -1.90458 -6.40989
C 8.15837 -7.66187 -4.58653
Cl 9.49952 -7.25665 -5.68729
Cl 6.94983 -8.63924 -5.45754
Cl 8.78656 -8.59015 -3.20160
Cl 7.39760 -6.16140 -3.99978
C 0.35838 -1.63459 -7.49111
Cl -0.44307 -0.91278 -6.07293
Cl -0.11836 -3.34520 -7.63599
Cl -0.13085 -0.75513 -8.96133
Cl 2.12577 -1.52526 -7.29410
C -9.24163 7.44366 1.56110
Cl -8.45295 6.98169 0.03168
Cl -10.98838 7.66214 1.28620
Cl -8.98671 6.16154 2.77169
Cl -8.53845 8.96931 2.15474
C 3.81161 7.84692 -2.23570
Cl 4.75806 7.77010 -0.72808
Cl 2.24888 8.64074 -1.91605
Cl 4.71340 8.78057 -3.45612
Cl 3.52611 6.19622 -2.84244
C -14.18839 4.82292 1.49633
Cl -14.60747 3.12634 1.14918
Cl -14.62129 5.83953 0.09863
Cl -15.08651 5.37453 2.93280
Cl -12.43827 4.95122 1.80466
C -11.38650 11.75555 -0.12105
Cl -12.44304 12.46992 1.12312
Cl -12.37857 10.86259 -1.30126
Cl -10.49244 13.05086 -0.95603
Cl -10.23202 10.63883 0.65002
C -16.78653 5.77778 6.64562
Cl -15.50676 4.60289 6.25017
Cl -16.06533 7.39346 6.85517
Cl -17.97787 5.82632 5.32173
Cl -17.59609 5.28841 8.15545
*
```

Properties
- HOMO level: -0.42909 hartree
- Gap between HOMO and LUMO: 0.287 Eh

Here are the Mulliken charges for atoms 1 to 8, given in e: number 1, C, carries -0.542; number 2, C, carries 0.523; number 3, O, carries -0.457; number 4, C, carries 0.028; number 5, C, carries -0.284; number 6, O, carries -0.443; number 7, C, carries 0.428; number 8, C, carries -0.396



No. 3
Formula: C47H47MnN6OP2S4
Source: the Open Molecules 2025 dataset
Level of theory: the ωB97M-V functional and the def2-TZVPD basis

```
! RIJCOSX wB97M-V def2-TZVPD def2/J DEFGRID3
* xyz 1 2
Mn -0.15968 1.66641 -0.72801
S -0.14885 3.89093 -0.38769
C -1.00116 4.38660 -1.81285
C -0.83424 5.68098 -2.31929
C -1.52690 6.06942 -3.44320
C -2.40742 5.18302 -4.07671
C -2.60367 3.91575 -3.57744
C -1.90068 3.49861 -2.44025
S -2.15578 1.92774 -1.75907
H -0.14348 6.35399 -1.82909
H -1.38321 7.06477 -3.84152
H -2.93391 5.49288 -4.96925
H -3.28217 3.22993 -4.06706
C 1.07871 -0.51856 7.01140
S 2.23192 -1.22643 5.80859
C 2.80602 0.30419 5.00657
C 1.78468 0.92227 4.05635
C 1.35191 -0.08503 2.97975
N 0.79340 0.48089 1.74057
P -0.74869 1.18790 1.47927
C -0.97330 2.22346 2.96065
C -0.39221 3.48851 3.01340
C -0.39210 4.20506 4.19896
C -0.97674 3.66752 5.33621
C -1.58280 2.42025 5.28122
C -1.58565 1.69661 4.09884
C -2.08046 -0.02069 1.71316
C -1.93488 -1.31428 2.19602
C -3.06081 -2.09546 2.41344
C -4.32418 -1.58532 2.14991
C -4.47006 -0.30146 1.64309
C -3.34921 0.48330 1.42629
P 1.74468 1.07572 0.44881
C 3.05018 2.08774 1.21531
C 4.20126 1.47422 1.71278
C 5.15228 2.22754 2.38098
C 4.96617 3.59280 2.55293
C 3.83026 4.20764 2.04808
C 2.87511 3.46000 1.37657
C 2.73178 -0.27231 -0.24758
C 2.57697 -1.61772 0.06287
C 3.36735 -2.56174 -0.57498
C 4.30166 -2.16637 -1.51973
C 4.45608 -0.82339 -1.83706
C 3.67066 0.12410 -1.20415
H 0.60476 -1.35385 7.52101
H 0.31939 0.07782 6.50728
H 1.62265 0.08829 7.73283
H 3.71526 0.02530 4.47120
H 3.07778 1.00689 5.79489
H 2.23184 1.79989 3.58788
H 0.92036 1.26374 4.62535
H 0.62815 -0.77201 3.41364
H 2.22475 -0.67745 2.68936
H 0.05530 3.90714 2.12240
H 0.06635 5.18475 4.23639
H -0.96931 4.22404 6.26413
H -2.05447 2.00404 6.16214
H -2.05736 0.72485 4.06748
H -0.94887 -1.71590 2.38950
H -2.94996 -3.10032 2.80054
H -5.20080 -2.19121 2.33880
H -5.45588 0.08788 1.42568
H -3.44826 1.48798 1.02858
H 4.35353 0.41164 1.57898
H 6.04169 1.74404 2.76374
H 5.71491 4.17791 3.07032
H 3.68948 5.27316 2.17455
H 1.99649 3.94047 0.96521
H 1.84346 -1.91290 0.80150
H 3.25248 -3.61267 -0.34291
H 4.91064 -2.91106 -2.01485
H 5.18657 -0.51632 -2.57349
H 3.77349 1.17741 -1.44325
N 0.76652 1.86991 -2.33253
C 1.06716 0.87321 -2.91561
N 1.50818 -0.01163 -3.66900
C 1.42957 -1.30622 -3.76771
N 1.35216 -2.45872 -3.86211
C 0.03467 -5.56949 -2.52500
C -1.03066 -5.14847 -1.51438
C -0.87770 -3.69055 -1.10296
N -1.38265 -2.83369 -2.16859
C -1.31642 -1.52081 -2.17834
S -0.56023 -0.73207 -0.86767
N -1.83170 -0.77282 -3.19700
C -2.19371 -1.03359 -4.54374
O -2.24517 -0.07992 -5.27582
C -2.50022 -2.41473 -5.00728
C -3.57078 -3.14120 -4.48440
C -3.87854 -4.39002 -5.00271
C -3.12875 -4.91148 -6.04728
C -2.08122 -4.17680 -6.58537
C -1.77397 -2.92575 -6.07776
H -0.15240 -6.58319 -2.87867
H 1.02466 -5.54976 -2.06705
H 0.05440 -4.90219 -3.38987
H -0.96404 -5.77011 -0.62080
H -2.03001 -5.30150 -1.93333
H 0.17555 -3.45976 -0.92998
H -1.42753 -3.46574 -0.18624
H -1.72042 -3.29673 -3.00008
H -1.76657 0.22704 -3.04164
H -4.18734 -2.71149 -3.70226
H -4.70933 -4.95209 -4.59657
H -3.37434 -5.88254 -6.45624
H -1.50769 -4.57804 -7.40991
H -0.96478 -2.34458 -6.49805
*
```

Properties
- HOMO level (alpha / beta): -0.38583 / -0.38738 hartree
- Expectation value of S²: 0.84
- Gap between HOMO and LUMO (alpha / beta): 0.206 / 0.206 Eh
- ΔE to the lowest compared entry with this formula, charge and spin: 0.0 kcal/mol

Here are the Mulliken charges for atoms 1 to 8, given in e: number 1, Mn, carries 0.157; number 2, S, carries -0.177; number 3, C, carries 0.592; number 4, C, carries -0.915; number 5, C, carries -0.567; number 6, C, carries -0.630; number 7, C, carries -0.653; number 8, C, carries 0.362